# 1
Density functional theory data (ωB97M-V/def2-TZVPD) for 9 unconnected molecules or ions with the total composition C44H104F6N8O4P at a distorted geometry.

Geometry (Å):
C -4.51512 -1.80430 -2.81698
C -3.98853 -1.07438 -4.02585
O -3.63687 -1.67608 -5.02387
N -3.82352 0.45739 -3.95095
H -4.73053 0.90154 -3.93830
H -3.35611 0.50657 -3.05696
C -2.80602 1.02843 -4.99509
H -4.64559 -2.86415 -3.03559
H -5.49155 -1.37412 -2.59417
H -3.70094 -1.85846 -2.09429
H -1.79101 0.69150 -4.78450
H -2.78924 2.11802 -5.02043
H -3.07482 0.70385 -6.00032
C 1.69584 2.55912 1.40239
C 2.65335 3.70795 1.40990
O 2.71565 4.55219 0.57986
N 3.49929 3.81303 2.70565
H 3.59723 4.78481 2.96287
H 2.99222 3.37488 3.46131
C 4.84180 3.07391 2.64170
H 1.12598 2.35526 2.30893
H 2.14350 1.63424 1.03866
H 1.03930 2.82630 0.57434
H 5.32810 3.19580 3.60957
H 5.43908 3.65180 1.93643
H 4.70337 2.00568 2.47491
C 2.79687 -1.65075 0.07124
C 3.82068 -1.51508 1.27981
O 3.82720 -0.58600 2.03200
N 4.91769 -2.65595 1.38998
H 4.67393 -3.35511 2.07691
H 4.86409 -3.12372 0.49643
C 6.38829 -2.13312 1.62616
H 2.01229 -0.89425 0.05561
H 2.17927 -2.54704 0.12884
H 3.41523 -1.65842 -0.82635
H 7.14046 -2.87999 1.37213
H 6.51041 -1.86995 2.67683
H 6.66480 -1.35282 0.91709
C -5.35558 -2.77299 1.62087
C -5.67492 -1.30476 1.38413
O -6.20910 -0.98101 0.34153
N -5.36981 -0.33910 2.54160
H -6.20778 0.19980 2.70735
H -5.16717 -0.87533 3.37316
C -4.16330 0.57379 2.11934
H -4.38632 -2.79997 2.11877
H -5.29439 -3.28230 0.65912
H -6.19006 -3.21526 2.16506
H -3.30857 -0.05426 1.86815
H -3.90664 1.26344 2.92347
H -4.48087 1.13250 1.23895
C -0.31587 -0.85704 3.25102
C 0.57489 -0.43398 4.39356
C -0.17301 -0.74684 5.72115
N 0.55879 -0.27651 6.96363
C 1.91284 -0.96133 7.15226
C -0.25953 -0.47072 8.20680
C 0.12934 0.64694 9.24129
C 0.97745 1.66709 8.48606
C 0.69105 1.26820 7.01922
H 0.31599 -1.24525 2.45218
H -0.90335 -0.18186 2.62885
H -0.96975 -1.71451 3.41002
H 0.71255 0.64449 4.31575
H 1.52105 -0.97431 4.36307
H -0.23750 -1.82114 5.89390
H -1.19138 -0.42341 5.50576
H 2.48697 -0.70558 8.04281
H 2.55756 -0.88529 6.27668
H 1.61326 -2.00673 7.07818
H -0.26786 -1.51685 8.51279
H -1.23614 -0.22981 7.78691
H 0.60494 0.25218 10.13910
H -0.82561 1.09619 9.51397
H 2.01068 1.51658 8.79890
H 0.68516 2.69767 8.68752
H 1.48933 1.61305 6.36200
H -0.29485 1.59221 6.68586
C 2.60838 0.63081 -9.52721
C 1.84942 0.91453 -8.28148
C 2.72075 1.17865 -7.09271
N 2.08953 0.91439 -5.65199
C 0.89444 1.81703 -5.42807
C 1.68398 -0.56911 -5.57244
C 1.80617 -0.91450 -4.13455
C 2.76175 0.09677 -3.45769
C 3.17710 1.07712 -4.53955
H 3.47533 -0.01426 -9.38446
H 2.90403 1.53499 -10.05936
H 2.11805 0.07519 -10.32655
H 1.45026 -0.07028 -8.03876
H 1.20496 1.76806 -8.49186
H 2.94147 2.24589 -7.07272
H 3.59095 0.52245 -7.07683
H 1.15749 2.87196 -5.50579
H 0.53060 1.60450 -4.42281
H 0.03573 1.70753 -6.09043
H 0.66208 -0.73124 -5.91527
H 2.54097 -0.95251 -6.12624
H 0.75687 -1.00139 -3.85256
H 2.20022 -1.92508 -4.02706
H 2.21271 0.75640 -2.78572
H 3.50721 -0.26591 -2.74998
H 3.17975 2.12000 -4.22254
H 4.15725 0.76282 -4.89819
C -0.93571 8.95466 0.45524
C -1.60940 7.81573 -0.24608
C -1.97498 6.60199 0.55111
N -2.70438 5.52422 -0.23343
C -1.77884 4.73981 -1.14967
C -3.85723 6.15677 -1.02978
C -5.01334 5.12644 -1.18182
C -4.66466 3.95462 -0.22934
C -3.53914 4.51232 0.65044
H -1.05965 9.81272 -0.20541
H 0.12067 8.72133 0.58838
H -1.47510 9.06331 1.39619
H -0.97514 7.51652 -1.08052
H -2.50067 8.25520 -0.69396
H -2.51844 6.97895 1.41751
H -1.07201 6.17010 0.98265
H -2.35525 4.12761 -1.84328
H -1.29459 3.99916 -0.51324
H -1.04690 5.36217 -1.66449
H -3.56722 6.49887 -2.02324
H -4.37230 7.01350 -0.59527
H -4.96355 4.79320 -2.21842
H -5.98865 5.52919 -0.90854
H -4.37832 3.08491 -0.82071
H -5.53650 3.61208 0.32803
H -3.01913 3.72606 1.19769
H -4.00956 5.17622 1.37574
C -0.54455 -3.59860 0.82153
C -0.39878 -5.04650 0.21442
C 0.98806 -5.66115 0.51256
N 1.24701 -6.99165 -0.25667
C 0.23714 -8.14399 -0.02437
C 2.65831 -7.58624 -0.01094
C 2.98202 -8.42097 -1.30639
C 2.17887 -7.85534 -2.45224
C 1.28069 -6.77142 -1.82867
H -1.54089 -3.22732 0.58160
H 0.19376 -3.02223 0.26403
H -0.32204 -3.46779 1.88053
H -0.52915 -5.01466 -0.86729
H -1.21874 -5.68580 0.54159
H 1.25328 -6.04332 1.49830
H 1.68457 -4.90809 0.14395
H 0.60760 -9.09425 -0.40894
H -0.64927 -8.00176 -0.64256
H -0.13689 -7.96476 0.98363
H 2.71965 -8.23963 0.85936
H 3.34742 -6.79080 0.27280
H 2.65961 -9.42507 -1.03084
H 4.05921 -8.43050 -1.47279
H 1.62264 -8.57918 -3.04784
H 2.86106 -7.20703 -3.00216
H 0.33012 -6.88130 -2.35062
H 1.71591 -5.80088 -2.06687
P -1.48456 0.35740 -0.91091
F -1.34059 -0.44512 -2.32562
F -2.44168 -0.70113 -0.08288
F -0.20766 -0.45451 -0.31678
F -1.74488 1.32635 0.40944
F -0.46329 1.47977 -1.61633
F -2.82001 1.15846 -1.55157

**M**: 954.33 Da
**Energy**: -92942.840 eV
**Net charge**: +7

# 2
Density functional theory data (ωB97M-V/def2-TZVPD) for 10 unconnected molecules or ions with the total composition C44H104N4O10 at a distorted geometry.

Geometry (Å):
C 10.46440 -0.36183 7.68744
C 11.02104 -0.20466 6.27124
C 12.47480 -0.66966 6.23214
C 12.62762 -2.18117 6.27141
C 11.83492 -2.83315 5.17330
C 10.36250 -2.43307 5.18677
N 10.28847 -0.98049 5.27007
O 8.93046 -0.54486 5.28929
C 9.72944 -2.85700 3.87212
C 9.60531 -3.16241 6.28448
C 10.94369 1.25408 5.82935
H 10.62933 -1.34814 8.11652
H 9.38102 -0.22884 7.72054
H 10.93929 0.39152 8.32205
H 12.94148 -0.26257 5.33093
H 12.98357 -0.29820 7.12608
H 12.34380 -2.59572 7.24561
H 13.68651 -2.44070 6.19152
H 11.86743 -3.92933 5.17700
H 12.28734 -2.59073 4.20202
H 9.93130 -3.92042 3.69106
H 8.63784 -2.78921 3.92913
H 10.09593 -2.32187 2.99845
H 10.05897 -3.14216 7.27136
H 8.60518 -2.73052 6.36567
H 9.47065 -4.20884 5.99332
H 11.05135 1.34901 4.74955
H 11.74777 1.82048 6.31469
H 10.01341 1.74276 6.11993
H 8.71961 -0.39717 4.36234
C 15.83762 -3.12251 -3.74392
C 16.35575 -2.94931 -5.18981
C 15.34241 -2.15591 -5.98744
C 15.35861 -0.66254 -5.69055
C 16.74728 -0.08814 -5.74682
C 17.79177 -0.87910 -4.97656
N 17.65267 -2.29265 -5.28248
O 18.65596 -3.04796 -4.62240
C 19.16101 -0.41761 -5.45792
C 17.66004 -0.57007 -3.46288
C 16.44536 -4.34387 -5.79796
H 15.56063 -2.15776 -3.32207
H 16.67567 -3.46649 -3.12942
H 15.02984 -3.84649 -3.69430
H 15.49562 -2.30169 -7.06388
H 14.33849 -2.55141 -5.79864
H 14.84671 -0.40990 -4.75028
H 14.69513 -0.16057 -6.40613
H 16.74946 0.91645 -5.31304
H 17.04001 0.02230 -6.79474
H 19.97084 -0.86837 -4.87857
H 19.29662 -0.73520 -6.49521
H 19.27659 0.65897 -5.33876
H 18.26025 0.31137 -3.21233
H 16.63493 -0.29350 -3.21676
H 18.06219 -1.38296 -2.86413
H 16.77317 -4.30453 -6.83828
H 15.45393 -4.80294 -5.77008
H 17.11048 -4.98614 -5.22161
H 19.20772 -3.34281 -5.35321
C 12.04135 1.88700 -0.58558
C 12.48889 0.51196 -1.04416
C 12.70166 -0.34258 0.19921
C 12.70510 -1.85415 -0.08048
C 11.47670 -2.24954 -0.89011
C 11.29954 -1.46059 -2.18130
N 11.48283 -0.06229 -1.90951
O 11.13314 0.75589 -2.99601
C 12.20329 -2.02582 -3.29192
C 9.84118 -1.70488 -2.59831
C 13.84797 0.72465 -1.74653
H 11.99050 2.59062 -1.41647
H 12.66328 2.28018 0.21921
H 11.03725 1.83585 -0.14278
H 13.67173 -0.15087 0.64888
H 11.89846 -0.17173 0.92909
H 12.83541 -2.49236 0.78070
H 13.54205 -2.02213 -0.78123
H 10.58591 -2.05568 -0.27154
H 11.44651 -3.31653 -1.12063
H 12.22039 -3.11236 -3.32250
H 12.06906 -1.57478 -4.27538
H 13.22843 -1.75671 -2.99615
H 9.65086 -1.39121 -3.62683
H 9.59062 -2.76258 -2.50441
H 9.16068 -1.13110 -1.96204
H 14.60364 1.14510 -1.08226
H 13.75992 1.34444 -2.64219
H 14.26043 -0.24040 -2.07563
H 11.87173 0.72700 -3.62591
C 15.99563 5.36895 2.19311
C 15.17244 5.86421 1.01103
C 15.29141 7.38426 0.95020
C 14.80996 7.93153 -0.36402
C 15.56321 7.34483 -1.55123
C 15.54766 5.81268 -1.55049
N 15.75297 5.32831 -0.20658
O 16.00762 3.94364 -0.15282
C 14.20086 5.33815 -2.13843
C 16.66238 5.31661 -2.44096
C 13.70759 5.41803 1.24771
H 17.05897 5.55141 2.01429
H 15.80815 4.32468 2.43448
H 15.75109 5.94456 3.09212
H 14.73126 7.81651 1.78272
H 16.34464 7.64255 1.10169
H 14.93256 9.02371 -0.34958
H 13.72912 7.84812 -0.51819
H 16.60015 7.68794 -1.57543
H 15.03741 7.71932 -2.43205
H 13.34184 5.86880 -1.72474
H 14.18857 5.42236 -3.22584
H 14.01424 4.28810 -1.88300
H 16.46037 5.55917 -3.48333
H 17.63346 5.71013 -2.11748
H 16.81069 4.23466 -2.39268
H 13.67277 4.34534 1.44377
H 13.05663 5.62684 0.39875
H 13.28595 5.95172 2.10313
H 16.95381 3.88099 0.02669
C 16.61957 -0.62316 2.60910
C 16.15655 0.40133 1.62438
O 16.98964 1.56002 1.58498
H 16.09647 -1.57401 2.51353
H 16.66870 -0.25094 3.62999
H 17.65015 -0.90606 2.33791
H 15.13992 0.71981 1.89489
H 16.10317 -0.03783 0.61881
H 16.37549 2.22077 1.23969
C 7.59241 0.07257 1.28054
C 7.98230 1.20747 2.21670
O 7.33046 1.11950 3.48968
H 7.90413 -0.90377 1.67111
H 8.06404 0.20201 0.30387
H 6.51341 -0.02613 1.14130
H 7.68352 2.14138 1.72768
H 9.05302 1.22729 2.41534
H 6.42339 1.40804 3.35890
C 14.25900 -5.09754 -0.95467
O 14.38635 -4.47562 0.31767
H 13.28207 -5.55357 -1.09402
H 14.43490 -4.31391 -1.69530
H 15.03964 -5.84369 -1.12197
H 15.22866 -4.69807 0.71825
C 9.08675 5.36524 -3.46032
O 10.06977 4.94137 -2.55073
H 8.66055 4.56794 -4.07238
H 8.28428 5.90905 -2.94259
H 9.54219 6.09583 -4.13630
H 9.89444 4.03397 -2.27561
C 7.40524 2.05154 -1.90895
O 8.75717 2.40577 -1.58680
H 7.39104 0.99037 -2.15380
H 6.76748 2.23414 -1.03945
H 7.03553 2.67164 -2.72338
H 9.31001 1.61664 -1.62548
C 11.00523 -5.71003 -4.79279
O 12.02225 -6.53732 -5.28748
H 11.38082 -4.73255 -4.46219
H 10.23143 -5.52604 -5.55084
H 10.46093 -6.10820 -3.93670
H 12.39686 -6.10601 -6.05916

**SMILES**: CC1(C)CCCC(C)(C)N1O.CC1(C)CCCC(C)(C)N1O.CC1(C)CCCC(C)(C)N1O.CC1(C)CCCC(C)(C)N1O.CCO.CCO.CO.CO.CO.CO
**M**: 849.33 Da
**Energy relative to the best compared isomer or geometry (same formula, charge and spin)**: 0.00 kcal/mol
**Energy**: -73743.900 eV